Entry 1:
ORCA calculation (ωB97M-V with the def2-TZVPD basis set) on 14 unconnected molecules or ions with the total composition C48H133N9O15 in a non-equilibrium geometry.

- Total charge: 0
- E: -3529.5709 hartree

The geometry in XYZ format:
```
205
Properties=species:S:1:pos:R:3:forces:R:3
O -8.2895 -0.1745 5.6551 0.309 -0.097 -0.772
O 5.4329 -2.9193 7.4515 0.715 1.358 -1.107
O 3.0453 4.7051 7.7571 0.528 0.273 -0.388
O -0.7033 -3.5157 -6.0070 0.533 -0.155 -0.319
O -0.9113 -5.1317 5.4478 0.360 0.001 -0.015
O 4.7752 -4.3707 -2.8693 -1.269 -0.689 -0.615
O -3.3920 2.8500 4.2596 -0.943 -1.209 -1.128
O -8.0538 -3.4752 -5.0772 -1.291 0.283 -1.034
O 1.1917 -0.1742 1.5078 -2.346 -0.564 -0.969
O -5.4932 7.3989 -4.7760 -1.543 0.088 -2.118
O -8.6062 2.5357 -1.0305 0.397 -0.241 -0.240
O -3.7349 -4.6241 2.0537 -0.098 -0.921 0.085
O 4.9764 2.4986 -3.3830 -0.977 0.638 0.194
O 4.1891 6.3590 2.4063 -1.970 -0.521 0.671
O -0.5915 -9.5961 -8.1053 -0.434 -1.104 1.137
N 7.5966 5.0631 2.9078 -0.232 0.207 0.558
N 8.2467 3.1683 -1.7439 0.071 0.963 0.093
N 3.5766 7.2505 10.2835 0.466 0.272 2.291
N -1.5876 -0.6395 1.5656 0.108 0.131 -0.193
N -2.2874 7.0613 -3.0208 -0.231 0.682 -0.383
N 7.2499 -0.8764 6.7967 -0.008 0.541 0.398
N 4.0909 -6.7041 -5.7885 -0.287 0.614 0.388
N -0.8029 -6.3460 -6.2281 -0.335 0.579 1.219
N -10.7168 -4.7143 -5.5517 -1.032 -0.292 -0.532
C -7.7175 0.5215 4.5230 -0.163 0.106 -0.038
C -3.0333 2.5228 5.5927 0.743 1.650 -0.413
C 6.3638 -2.8762 6.3286 -2.410 -2.476 -1.276
C 6.4361 -1.4968 5.7649 0.824 1.287 1.985
C 6.6171 6.1658 2.8254 0.430 -0.408 -1.327
C -3.2652 6.9347 -4.1023 -0.075 -2.032 -1.392
C 3.9990 -3.4324 -2.1335 0.133 -0.035 0.029
C -4.6817 7.2220 -3.6722 -0.156 0.655 0.761
C 4.7617 -6.2049 -4.5870 1.665 -0.039 -0.288
C 2.4049 0.4389 1.6589 0.549 0.043 0.568
C -0.2711 -2.8816 6.0859 -0.055 0.359 0.532
C 7.0678 7.0864 1.6762 -0.590 0.535 -0.107
C 3.3779 6.7610 8.9796 0.263 0.958 -2.261
C 0.2058 -2.4754 -5.7538 -0.691 0.772 0.424
C 6.2331 -5.8674 -4.9275 -0.308 -0.428 -0.016
C -0.2099 -8.4333 -7.4131 -0.979 1.532 -0.365
C 4.0173 -5.0321 -3.9137 0.695 -0.015 -0.234
C -3.1716 5.4898 -4.6324 -0.632 -0.320 0.453
C -7.1845 2.3373 -0.9218 -0.217 1.894 1.817
C 5.2520 5.4603 2.5729 0.250 0.442 0.095
C -9.6871 -4.6302 -6.5607 0.137 1.399 0.832
C -7.1884 -2.3787 -4.8739 0.264 -0.558 0.614
C -1.7808 -5.5002 -5.4503 0.322 -0.980 -0.779
C 4.4895 7.3014 8.0558 -0.035 -0.991 -0.077
C -1.6870 -9.4807 -8.9765 0.238 0.134 -0.847
C -1.5885 3.0146 5.7110 0.302 -0.326 0.744
C -1.2842 -7.6736 -6.5426 0.367 -1.489 -0.113
C -6.8642 -0.4287 3.6514 -0.877 -0.416 1.306
C -1.2386 -4.1941 -4.8892 0.057 -0.646 -0.839
C 6.9471 1.2662 -1.3407 -1.656 -0.015 -1.602
C 3.3285 5.2332 9.0322 -0.580 0.558 -0.297
C 0.3484 0.5340 0.6141 -0.951 -0.299 -0.336
C -6.9110 7.6914 -4.5926 1.537 -0.029 0.941
C -1.8976 0.4140 -0.6314 1.143 -0.508 0.197
C -0.9142 -0.2840 0.3220 0.493 -0.018 0.147
C -4.6578 -5.1880 1.1275 0.022 1.447 -2.085
C 5.9793 3.3182 -2.7635 0.530 -2.104 0.087
C 4.8494 -4.1364 7.8705 0.991 0.469 -0.349
C -6.7794 3.3952 0.1482 0.301 -0.704 -0.156
C 3.7812 3.2766 -3.6586 1.201 0.115 -0.225
C 2.8929 5.6610 2.5304 0.453 2.245 -0.044
C -8.8056 -3.3673 -6.3177 0.806 -1.291 -0.207
C 7.2042 2.3774 -2.3781 -0.053 0.576 0.403
C 7.2134 -1.2664 4.5261 -0.040 -1.226 -1.330
C 0.0410 -4.1010 5.2614 0.751 0.485 -0.676
C -10.2667 -4.6033 -8.0062 0.553 -0.380 0.590
C -4.0996 -5.1302 -0.3240 1.497 -0.554 0.886
C 3.2432 3.3165 7.5982 -0.204 0.259 0.003
H 6.6824 -5.3321 -4.0911 0.144 0.016 -0.224
H 5.6740 -4.7817 8.1735 -0.273 -0.417 0.496
H 6.6451 -1.5036 3.6267 0.028 -0.179 -0.164
H 4.1972 -3.8118 8.6813 0.067 -0.567 0.083
H 2.6590 4.9855 1.7076 0.443 -0.271 0.061
H 1.0627 -4.4262 5.4577 -0.135 -0.608 0.665
H 4.2917 4.8922 9.4118 0.214 -0.280 0.087
H 3.0097 0.2624 0.7694 0.475 0.170 0.065
H -9.4006 -4.6551 -8.6659 -0.204 -0.214 -0.309
H -6.0925 -0.8404 4.3019 0.711 0.495 -0.427
H -7.4035 -1.3498 3.4302 -0.631 0.170 -0.120
H -6.8874 1.3567 -0.5499 -0.191 -0.195 -0.445
H 6.3770 7.9146 1.5184 -0.383 -0.214 -0.323
H -0.2351 -1.7939 -5.0263 -0.108 0.334 0.149
H 5.4227 7.0096 8.5377 0.383 0.075 -0.247
H 5.0378 4.7817 3.3986 0.225 -0.065 0.257
H -1.5833 -5.0098 4.7731 -0.174 -0.108 0.004
H -3.6400 -4.1609 -0.5170 -0.649 0.497 -0.123
H -3.4038 -3.8107 1.6659 0.045 0.181 0.003
H -7.6362 -1.4530 -4.5125 -0.697 0.133 -0.418
H 3.0867 2.7574 -4.3190 0.184 -0.508 0.398
H -3.3786 3.7859 4.0463 0.159 0.061 0.619
H 6.0401 0.7723 -1.6892 -0.292 -0.211 0.295
H 5.9447 -3.4366 5.4930 -0.377 -0.809 0.010
H 8.0160 7.6104 1.7961 0.271 -0.336 0.722
H 4.2872 -4.6551 7.0940 -0.167 0.147 -0.214
H 3.7904 -4.3077 -4.6958 0.058 0.303 -0.243
H -1.4882 4.0962 5.6207 -0.365 0.104 -0.098
H 4.5761 -3.2145 -1.2348 -0.221 -0.003 0.031
H 6.2815 4.0447 -3.5178 0.330 0.362 0.204
H -3.7393 3.0350 6.2463 0.207 -0.026 0.477
H 1.1748 -2.7389 -5.3298 0.131 -0.639 -0.187
H 6.7569 1.7014 -0.3597 0.316 -0.160 -0.009
H 0.6386 -8.6248 -6.7563 -0.025 -0.374 -0.282
H 2.1668 6.4731 2.4914 -0.030 0.087 -0.376
H 8.4725 5.4831 3.1845 0.276 -0.121 0.168
H -2.5498 7.8257 -2.4151 -0.176 0.184 0.250
H -2.1014 -3.6543 -4.4988 -0.014 0.280 0.304
H 3.6103 8.2572 10.3579 -0.576 0.254 -0.386
H -7.4188 7.9381 -5.5250 0.541 -0.485 -0.225
H -1.0867 2.7693 6.6470 -0.102 -0.210 0.136
H 2.7915 -0.0449 2.5559 0.739 0.364 -0.135
H 6.7710 -6.7954 -5.1216 0.027 -0.145 0.365
H 0.1603 -3.8461 4.2083 -0.545 0.169 -0.325
H -7.0471 4.3786 -0.2384 -0.062 0.009 0.258
H -3.6678 4.8272 -3.9233 0.245 -0.249 0.220
H 4.4329 6.8414 7.0692 0.109 0.037 -0.075
H -6.6308 2.6840 -1.7943 -0.275 -0.718 -0.545
H -9.3665 -2.4347 -6.3780 -0.202 0.065 0.164
H -5.7095 3.3703 0.3551 0.213 0.047 -0.355
H -0.8151 -0.7599 2.2050 -0.040 -0.451 0.594
H -7.0102 8.5873 -3.9798 0.000 0.066 0.314
H -2.5203 -0.3638 -1.0734 -0.329 0.363 0.054
H -8.1071 -3.4243 -7.1526 0.494 0.586 -0.106
H 4.0643 4.1666 -4.2207 0.151 0.266 -0.070
H -3.1925 -5.7342 -0.3469 -0.073 -0.603 -0.196
H -2.0141 0.2262 1.8636 -0.470 0.140 0.414
H -0.5024 -1.2011 -0.0993 -0.333 -0.247 -0.361
H -10.8451 -3.7348 -8.3214 0.183 0.480 0.595
H -7.2224 3.2034 1.1255 -0.455 0.069 -0.194
H -1.4436 -8.7101 -9.7080 -0.380 0.489 -0.081
H 0.0931 -7.7358 -8.1941 0.398 0.485 -0.063
H 3.2996 3.6335 -2.7483 -0.107 -0.285 0.181
H -1.3969 -8.3109 -5.6655 0.110 0.352 0.569
H -10.9602 -5.4249 -8.1850 0.372 -0.318 0.123
H -3.7263 5.3624 -5.5620 0.164 0.178 -0.166
H -6.6017 -2.1886 -5.7726 0.240 0.105 0.065
H -0.5502 -5.8768 -7.0861 -0.051 0.256 0.022
H 2.2405 1.5046 1.8181 0.442 0.282 0.123
H 7.6115 1.9774 -3.3067 -0.466 -0.426 -0.262
H -6.5777 -2.6785 -4.0222 0.473 -0.074 -0.279
H -11.3162 -3.9195 -5.7223 -0.374 0.064 0.527
H 3.7835 -2.4917 -2.6401 0.517 0.190 -0.544
H -2.4586 1.1774 -0.0923 -0.237 -0.134 -0.059
H 8.0460 -1.9623 4.6286 0.403 0.279 -0.520
H -5.5018 -4.5050 1.0315 -0.680 -0.371 0.699
H 4.2484 2.9599 7.8228 0.295 0.296 0.289
H -6.5718 -0.0169 2.6855 0.411 0.233 0.402
H -2.6740 -9.3320 -8.5384 0.155 0.400 0.455
H 7.3022 -3.3807 6.5587 0.314 0.536 0.267
H -10.3746 -4.7007 -4.6016 0.222 0.196 -0.093
H 2.5309 4.9634 9.7243 0.045 -0.206 0.302
H 8.5153 3.9566 -2.3154 0.224 0.100 -0.133
H -2.1355 5.1741 -4.7544 -0.042 0.054 -0.072
H 3.1233 -6.8177 -5.5219 -0.461 -0.393 -0.217
H 0.3338 -1.9094 -6.6765 0.124 -0.210 -0.016
H 3.0491 -5.4323 -3.6131 -0.164 0.151 0.749
H 6.3774 -5.3473 -5.8745 -0.378 0.601 0.116
H 0.0311 1.4739 1.0657 0.223 0.453 0.083
H 2.9932 -3.7748 -1.8900 0.052 -0.634 0.315
H 5.5930 3.7979 -1.8642 -0.043 0.190 0.096
H -8.4929 1.0059 3.9295 -0.413 -0.337 -0.191
H 4.4732 8.3853 7.9424 -0.166 -0.014 0.159
H 2.5412 2.7811 8.2375 -0.133 -0.324 -0.116
H -2.2882 -7.7120 -6.9652 -0.135 0.266 -0.641
H -1.2306 -2.4451 5.8086 -0.128 -0.110 0.126
H 7.2187 6.4976 0.7714 -0.432 0.013 -0.221
H 7.1843 0.1282 6.7155 -0.023 0.176 0.651
H 7.7506 4.7656 1.9550 0.083 -0.357 -0.195
H -2.6213 -5.2521 -6.0985 -0.216 0.187 -0.197
H 6.8402 -1.2679 7.6327 0.277 1.055 0.850
H 7.5747 -0.2454 4.4039 -0.028 -0.042 0.358
H -9.0853 1.7542 -1.3156 0.307 -0.168 -0.132
H -3.1369 1.4509 5.7615 0.050 0.042 -0.387
H -5.0295 6.3975 -3.0498 -0.170 -0.087 0.375
H 2.4781 7.2257 8.5765 -0.574 -0.619 0.128
H 2.6807 5.2550 3.5195 0.735 -0.567 0.043
H -4.7608 -5.4381 -1.1341 -0.159 0.118 0.265
H 0.4622 -2.0773 6.0270 0.256 -0.107 -0.420
H -2.2247 -6.1005 -4.6561 0.273 -0.121 0.171
H 6.6501 6.7501 3.7449 -0.421 -0.300 0.207
H -9.0249 -5.4769 -6.3798 0.067 -0.183 -0.529
H -1.3361 0.9137 -1.4207 -0.104 0.002 -0.180
H -8.4223 0.4624 6.3610 -0.012 0.003 -0.043
H -4.6924 8.1570 -3.1120 0.020 0.171 0.602
H -3.0796 7.4333 -5.0537 0.301 1.331 0.431
H -0.2670 -3.1555 7.1409 -0.362 -0.070 0.059
H 5.2271 4.8682 1.6581 0.884 -0.417 -0.205
H -7.1761 1.3814 4.9173 0.687 -0.149 -0.130
H 4.0702 -5.9534 -6.4639 0.063 0.166 -0.398
H 9.0552 2.5749 -1.6246 0.191 0.113 0.088
H -0.5041 -4.3496 -4.0990 0.214 -0.019 0.007
H -1.8124 -10.3799 -9.5797 0.496 -0.331 0.307
H 0.8006 0.7082 -0.3623 0.598 0.229 0.005
H 3.0901 3.1074 6.5395 -0.312 -0.106 0.120
H 7.6882 0.4676 -1.3743 0.372 0.405 0.314
H -4.9563 -6.2099 1.3613 0.170 0.287 0.508
H 4.5320 7.0354 10.5305 0.272 -0.453 0.434
H -7.3774 6.8513 -4.0780 -0.235 -0.022 -0.096
H -1.0076 2.5796 4.8977 -0.035 -0.112 0.016
H 4.8448 -7.1086 -3.9833 -0.325 0.358 0.777
H -1.4458 7.4018 -3.4633 0.449 -0.198 0.117
H 5.4314 -1.0750 5.7375 -0.313 -0.117 -0.153
```
Forces are in eV/Å.

---

Entry 2:
ORCA calculation (ωB97M-V with the def2-TZVPD basis set) on C3H5NOS2 in the gas phase in a non-equilibrium geometry.

- Total charge: 0
- E: -1043.5296 hartree
- SMILES string: O/N=C\SCC=S

The geometry in XYZ format:
```
12
Properties=species:S:1:pos:R:3:forces:R:3
S -1.1145 -1.3309 -0.0074 -3.509 -1.433 -2.383
S 2.4005 0.7435 -0.2222 -0.943 -2.655 0.500
O -1.3472 1.4737 0.8740 0.558 3.389 0.085
N -1.7595 1.3395 -0.4835 0.200 0.690 1.083
C 0.3838 -1.0286 0.6334 3.757 1.199 4.079
C 1.7641 -0.8045 -0.0183 0.360 2.519 -1.829
C -1.7262 0.1322 -0.8309 1.264 -1.195 -0.060
H 0.1007 -0.2524 1.4318 1.613 -0.693 -1.034
H 0.6108 -1.9568 1.1920 -0.494 0.161 0.127
H -1.1623 2.5223 1.0606 -0.895 -3.879 -1.186
H -1.9214 -0.2154 -1.8321 -0.743 0.922 -0.367
H 2.3594 -1.6609 -0.4931 -1.170 0.974 0.984
```
Forces are in eV/Å.

---

Entry 3:
ORCA calculation (ωB97M-V with the def2-TZVPD basis set) on a molecular structure, C27H38N7ORuS3Sb.

- Spin multiplicity: 2
- Total charge: +1
- E: -3039.6540 hartree
- ⟨S²⟩: 0.759

The geometry in XYZ format:
```
78
Properties=species:S:1:pos:R:3:forces:R:3
Sb -1.1013 1.2304 -2.4599 0.144 0.142 0.250
Ru 0.0755 0.3890 -0.2894 -0.065 -0.158 -0.687
S 1.7092 1.7883 -0.9813 -0.004 0.007 -0.092
S 4.5405 1.0523 -1.4608 0.045 0.059 -0.052
S -0.6133 1.8540 1.4897 -0.047 -0.080 0.187
O 0.7130 -1.0152 -1.6168 -0.135 0.055 0.104
N 1.7299 -0.3224 0.8539 0.380 -0.162 0.742
N 2.9044 -0.3028 0.1276 -0.116 0.067 -0.220
N -1.5330 -0.8934 0.2163 -0.076 -0.022 -0.025
N -2.8762 3.1252 0.4329 -0.016 -0.061 -0.069
N -3.3028 2.0834 -0.3906 -0.030 0.179 0.199
N -1.7676 4.2455 1.8338 -0.060 0.004 -0.077
N -2.8254 5.0380 1.5069 -0.039 -0.003 -0.030
C 6.9402 2.2986 2.3251 -0.002 -0.001 -0.001
C 5.9625 0.6159 0.8996 -0.008 0.029 -0.018
C 1.5936 -4.5087 -1.8242 0.027 -0.097 0.079
C -3.5173 -2.4691 0.8745 0.009 0.020 0.004
C -3.0273 0.5664 -3.0786 -0.052 -0.096 0.083
C 1.3086 -3.2149 -2.1992 -0.053 0.077 -0.016
C -1.2463 3.3318 -2.7348 -0.042 -0.030 -0.006
C 6.4389 1.6486 3.4455 -0.009 -0.012 -0.006
C -1.7565 3.0700 1.2019 0.134 -0.030 -0.109
C 5.7049 0.4821 3.2922 0.017 0.016 0.018
C 0.0397 0.7097 -4.1562 -0.003 0.010 -0.020
C -3.5014 4.3422 0.6525 0.001 0.002 0.080
C 1.2919 -2.5723 0.1253 0.052 -0.106 -0.006
C -4.1231 -3.0298 -0.4183 0.015 -0.023 -0.020
C 5.7112 0.0674 -0.4764 0.027 -0.036 -0.026
C 1.1729 -1.4975 1.0906 -0.018 0.453 -0.136
C 1.6902 -4.8736 -0.4762 -0.013 -0.004 -0.112
C -4.5523 -1.6476 1.6529 -0.036 0.024 -0.015
C 0.4891 -1.6726 2.4069 -0.076 0.031 -0.052
C -2.9632 -3.6034 1.7463 0.041 0.012 0.005
C 3.0373 0.6942 -0.6634 0.012 -0.189 0.156
C 5.4676 -0.0313 2.0248 0.001 -0.040 -0.004
C 1.5290 -3.9043 0.4874 0.034 0.107 0.005
C -4.7507 4.7601 -0.0239 0.001 0.030 0.006
C -2.4061 -1.5735 0.5072 0.008 -0.145 -0.042
C 6.7028 1.7834 1.0615 -0.009 0.025 0.011
C 1.1154 -2.2178 -1.2308 -0.045 -0.042 0.009
H 1.2421 -2.0167 3.1225 -0.005 -0.028 -0.008
H -3.7684 -4.3090 1.9507 -0.006 0.001 0.008
H -1.0668 4.5635 2.4840 -0.007 0.010 -0.001
H 4.8932 -0.9408 1.9012 0.000 0.010 0.004
H -3.6697 0.3652 -2.2206 0.065 -0.029 -0.105
H -1.7307 3.5540 -3.6844 0.004 0.005 -0.011
H -2.1592 -4.1355 1.2375 0.010 -0.002 -0.003
H -0.3040 -2.4160 2.3621 -0.019 0.011 -0.002
H -4.0917 -1.1062 2.4794 -0.010 -0.024 0.021
H -3.4799 1.3304 -3.7092 -0.037 -0.009 -0.031
H -0.2402 3.7485 -2.7380 0.004 -0.011 0.002
H 6.6187 0.0992 -1.0809 0.013 -0.029 0.011
H 7.5217 3.2043 2.4373 0.001 0.001 0.001
H -3.4034 -3.6492 -0.9527 0.006 0.003 -0.002
H -5.3050 -2.3226 2.0597 -0.011 0.005 -0.008
H -4.9860 -3.6446 -0.1623 0.003 -0.006 0.000
H 1.7314 -5.2605 -2.5911 0.002 -0.008 0.004
H -5.0596 -0.9366 0.9983 0.013 0.022 0.008
H -3.9115 1.4678 0.1404 -0.022 -0.012 0.013
H 6.6270 2.0475 4.4337 0.000 0.000 0.003
H 0.1104 -0.7192 2.7742 0.009 -0.010 0.016
H 5.3195 -0.0334 4.1625 -0.003 -0.001 0.004
H -2.9167 -0.3483 -3.6576 -0.004 -0.005 -0.021
H -2.5905 -3.2236 2.6978 0.003 -0.003 -0.005
H -5.0402 5.7338 0.3617 -0.004 -0.001 -0.003
H -3.8206 2.4727 -1.1705 0.009 0.053 0.019
H -4.4547 -2.2303 -1.0813 -0.014 0.008 -0.001
H -0.2836 1.3039 -5.0095 0.010 -0.019 -0.018
H -0.0896 -0.3497 -4.3628 0.003 -0.012 0.005
H -1.8059 3.7883 -1.9215 -0.003 0.066 0.014
H 7.0943 2.2937 0.1887 -0.001 0.002 -0.004
H 1.2084 -2.9435 -3.2422 -0.006 0.003 -0.001
H -5.5581 4.0518 0.1651 -0.001 -0.006 0.002
H 5.3549 -0.9603 -0.4466 -0.013 0.016 0.000
H 1.0872 0.9020 -3.9348 -0.001 0.001 -0.006
H 1.6292 -4.1560 1.5367 0.005 -0.003 0.009
H -4.6072 4.8463 -1.1025 0.004 -0.004 -0.008
H 1.9002 -5.8968 -0.1996 0.007 -0.006 0.002
```
Forces are in eV/Å.

---

Entry 4:
ORCA calculation (ωB97M-V with the def2-TZVPD basis set) on 2 unconnected molecules or ions with the total composition C5H12NO2S in a non-equilibrium geometry.

- Total charge: -1
- E: -801.0899 hartree

The geometry in XYZ format:
```
21
Properties=species:S:1:pos:R:3:forces:R:3
S 3.7725 0.1126 -0.0651 0.906 -1.679 -0.189
O 3.4543 -1.4218 1.0461 -0.629 0.601 -0.498
O 5.2554 0.0084 0.0406 -0.762 0.343 0.032
N 3.2208 -0.2798 -1.4686 -0.396 0.830 0.732
C -1.7867 0.4901 0.2298 1.686 3.504 3.014
C -2.6124 1.6094 0.9426 -0.182 -0.091 -1.256
C 0.4344 -0.7421 -0.1284 -3.326 1.522 -0.244
C -2.5453 -0.1258 -0.8259 0.048 -0.421 -3.007
C -0.4852 0.2985 0.5956 -0.930 -1.269 -1.516
H -2.1953 2.0377 1.8044 1.273 0.386 1.196
H -0.0691 0.8286 1.4488 -0.100 0.183 -0.254
H -2.7764 -1.1563 -0.6433 -0.001 -0.827 0.160
H -0.2691 -1.3055 -0.8116 1.241 0.045 0.806
H -3.0281 2.5264 0.3928 0.688 -1.626 -0.065
H -3.5417 0.3379 -1.0921 1.361 -0.058 0.301
H -1.8071 -0.0989 -1.6870 -1.457 -0.236 0.237
H 3.7838 -0.9454 -1.9696 0.535 -0.376 -0.024
H 0.9202 -1.3109 0.6117 0.165 -1.149 0.642
H 1.2035 -0.2694 -0.7082 0.283 0.269 -0.415
H 2.5000 -1.6407 0.9712 1.114 0.277 -0.053
H -3.4284 1.0470 1.3164 -1.518 -0.226 0.401
```
Forces are in eV/Å.